[1]
85
Properties=species:S:1:pos:R:3:forces:R:3 method="wB97M-V/def2-TZVPD" homo_lumo_gap_ha=0.2897 total_charge=-3 relative_energy_ev=0.000
C -1.82744 -2.26845 -4.27793 -0.45 2.66 2.17
O -0.20000 1.26923 -1.84876 0.45 2.24 -0.40
H 2.81982 -4.35464 0.86502 -0.97 -0.99 -0.75
C -3.44723 0.89797 0.53584 1.59 -0.52 -0.78
C 2.32847 -3.23420 2.45630 0.20 1.32 0.82
H -1.66221 -3.68851 3.42491 -0.04 -0.19 -0.13
H 1.30645 -2.49483 -1.16044 -0.30 0.14 -0.14
H -1.92143 -1.10208 3.30593 -0.07 -0.01 -0.77
O -3.16119 -0.06085 -3.52283 1.59 -2.21 1.19
Hg -0.29994 -0.38766 -0.21923 0.58 1.04 -0.24
C -0.84778 -1.02273 3.13784 0.75 0.01 0.40
C -7.41433 1.47719 2.58322 0.30 1.67 0.62
C -0.91380 3.06906 -3.38229 -3.28 -2.08 -1.16
H 0.33891 -5.34976 1.89901 0.89 -0.04 -0.24
H 0.31629 -5.79667 0.14401 0.80 0.24 -0.03
H -0.93563 -5.04938 0.92871 -0.45 0.48 -0.28
O 6.01615 4.50198 -2.03495 -0.61 -0.68 -0.26
O -4.25182 0.58986 1.54540 0.46 -0.01 -0.65
O 1.92025 5.14497 -3.26225 0.01 -0.91 -0.15
O -5.54979 1.45863 -0.21222 0.48 0.24 0.02
N -0.10700 -2.48691 1.20621 2.18 0.51 0.86
C 5.74973 3.33280 -1.91383 -0.01 2.06 0.08
C 6.87058 2.34225 -1.61967 1.28 0.20 0.90
O -8.14887 2.01679 3.39084 1.09 -0.52 -1.09
C -0.05842 2.42868 -2.23193 1.07 -0.31 -0.88
O 2.66283 -0.76172 -3.27543 0.46 0.76 1.48
C -0.11254 -2.30454 2.68870 1.47 0.31 1.35
F 2.15786 2.99707 0.93274 -0.02 -0.47 0.56
C -7.66789 0.11483 1.95975 -0.79 -0.85 0.95
O 2.00185 -0.32014 -0.36186 1.84 0.73 -1.12
O -3.82619 1.99057 -1.70046 -1.89 -1.44 4.76
C 0.68112 -3.58346 0.53629 1.15 -1.29 2.18
H 3.37531 -2.99739 2.65881 0.17 0.89 -0.41
H 1.64287 -2.17797 4.06591 -0.72 0.62 0.32
O 4.54217 2.75986 -1.86705 1.65 -0.33 0.07
S -2.67085 -1.28006 -2.84209 -3.67 1.43 -2.95
O 1.46514 6.99099 -0.35808 -0.84 -1.23 -2.74
O -1.34886 -2.36909 0.66345 -1.99 -1.17 0.00
H -0.53577 -3.23163 4.67028 0.05 0.62 -0.13
C 2.15156 -3.49968 0.98867 1.28 -0.07 0.95
H -0.51677 -0.12247 2.61933 -0.51 -0.09 -0.54
H 0.01183 -4.33769 3.48345 -0.24 -0.11 -0.10
C 2.94178 0.18107 -1.00790 -1.03 -0.63 1.24
C 2.42683 5.96191 -2.36103 2.56 1.69 -0.53
O 6.24297 1.17818 -1.36015 1.10 0.15 0.31
F 0.14104 3.83765 1.69269 0.47 -0.37 -0.11
F -2.71211 -2.63237 -5.18191 -0.22 -0.57 -0.42
H -0.28492 -3.34468 -1.34074 0.02 0.36 -0.08
C 1.40812 -2.09350 3.00399 0.56 -1.24 0.00
C 0.15593 -5.00940 0.88025 -1.61 0.15 0.46
O -6.61721 -0.20522 1.22478 -0.14 -0.15 0.03
C -4.27157 1.56351 -0.60797 0.97 0.88 -3.33
P 1.09232 2.56550 2.07677 0.32 2.97 -0.83
H -1.77696 -3.21407 0.84164 -0.86 -0.14 -0.25
O 3.55635 6.46839 -2.34361 -2.73 -1.31 -0.29
O -8.65267 -0.54239 2.25488 1.40 0.37 -1.01
H -0.46844 -0.78206 4.13271 0.18 -0.30 0.23
F -0.92129 -1.47559 -4.85182 0.18 -0.22 -0.33
C 1.32954 6.32438 -1.37965 -1.57 -0.67 2.34
F 1.91237 1.23331 2.47879 0.28 0.43 0.23
O 0.95912 3.28386 -2.02105 -1.67 -1.66 0.27
F -1.20542 -3.30513 -3.75209 0.43 -1.30 -0.16
B 4.80414 1.32021 -1.59051 0.12 1.21 -0.92
H 1.70229 -1.10385 2.65446 0.16 -0.11 -0.15
O 3.88855 0.90762 -0.50790 -0.10 -0.53 0.23
O -1.60854 -1.09849 -1.85982 -0.01 -0.83 -0.32
B 0.64213 4.54563 -2.72675 0.51 1.70 0.08
C 0.71114 -3.36918 -0.89772 -0.60 -0.16 -2.46
H 2.77210 -2.79686 0.43128 -0.80 0.77 -0.09
C 3.28445 -0.07434 -2.48541 -0.29 -1.07 -2.42
O 4.44561 0.51909 -2.77452 -1.26 -0.47 0.98
C -0.61258 -3.45299 3.60573 -0.01 -0.45 -0.75
O -2.24904 0.62588 0.41834 -2.57 0.63 1.08
O 0.18884 5.60887 -1.79607 1.83 1.23 1.14
F 1.93262 3.57370 3.12272 -0.93 -1.78 -0.22
O -1.88765 2.55174 -3.92764 2.51 1.04 1.34
F 0.34169 1.70116 0.89372 -0.53 -0.57 0.07
O -0.41638 4.23039 -3.70747 1.30 0.75 0.57
H 1.19201 -4.22059 -1.38097 0.21 -0.04 0.06
O 8.06145 2.65209 -1.50819 -2.86 -1.61 -0.39
B -5.64787 0.92800 1.16902 -0.44 0.84 -0.29
O -6.23921 1.94892 2.11208 -0.88 -0.93 0.19
O -3.80551 -2.14520 -2.46135 1.92 0.17 0.36
H 2.37091 -4.10591 3.11295 -1.28 -0.53 -0.16
F -0.06034 2.16052 3.12613 0.42 -0.34 0.58


[2]
11
Properties=species:S:1:pos:R:3:forces:R:3 method="wB97M-V/def2-TZVPD" homo_lumo_gap_ha=0.2994 relative_energy_ev=3.346
C 0.45519 -0.79943 -0.72485 1.38 0.99 1.77
H -0.06971 1.73627 1.54085 0.04 1.04 -0.89
S -2.36398 0.05635 0.90866 -0.67 1.05 -0.52
C -0.00888 0.68761 1.30937 -0.95 -0.83 0.49
N -1.24771 0.18368 1.98858 0.25 -0.51 -0.23
H -1.97378 0.58301 -1.53977 -0.22 -0.29 0.92
C -1.63713 0.49499 -0.49605 1.52 -0.75 0.45
H -0.06921 -1.06930 -1.59741 0.35 -1.20 -1.16
C -0.16384 0.19307 -0.11316 -1.37 1.31 0.54
H 0.85283 0.39367 1.88035 0.49 -0.79 -0.13
H 1.37278 -1.18954 -0.21603 -0.83 -0.02 -1.25


[3]
6
Properties=species:S:1:pos:R:3:forces:R:3 method="wB97M-V/def2-TZVPD" homo_lumo_gap_ha="0.2073 / 0.2445" multiplicity=3 relative_energy_ev=3.125
H 0.50526 0.16325 -1.35432 1.40 0.02 -0.97
H -0.95435 0.75100 1.33397 -0.06 -0.07 -0.69
P -1.28251 0.91786 -0.15764 1.70 -1.71 0.50
H 0.51185 -0.73558 0.12084 0.60 0.49 -0.01
N 0.00661 -0.36510 -0.68444 -2.33 1.23 1.15
Br -3.08706 -0.19792 -0.04528 -1.31 0.04 0.02


[4]
13
Properties=species:S:1:pos:R:3:forces:R:3 method="wB97M-V/def2-TZVPD" homo_lumo_gap_ha=0.3434 smiles=[SeH]CC1CC1 relative_energy_ev=1.392
H -2.54233 0.87185 1.08965 0.76 -0.69 -0.48
Se -2.66694 -0.14184 -0.01313 -0.12 -0.29 -0.57
H -1.01880 -1.66939 -1.29535 -0.26 0.30 0.29
C 0.65928 1.11735 0.38830 0.62 -1.67 -0.11
H 1.18778 1.97243 -0.11500 -1.30 -0.59 0.79
H 1.41927 -0.98220 0.90209 0.66 1.41 -1.08
H 0.14119 0.49523 -1.57503 0.65 -0.75 -0.31
H 0.08916 1.24083 1.35567 0.96 -0.05 -1.28
C -0.85899 -1.05485 -0.40068 -0.25 2.43 0.09
H 2.51659 -0.01243 -0.29314 0.31 -0.05 -0.16
H -0.74283 -1.66645 0.45159 0.54 -0.72 0.79
C 0.27201 -0.03259 -0.63169 -1.12 1.55 0.42
C 1.54461 -0.13793 0.13673 -1.46 -0.89 1.63


[5]
20
Properties=species:S:1:pos:R:3:forces:R:3 method="wB97M-V/def2-TZVPD" homo_lumo_gap_ha=0.3684 relative_energy_ev=0.721
H -0.82050 2.46881 0.84189 -0.02 -0.58 0.08
N 0.75760 0.51892 -0.64960 -1.71 -0.38 1.01
C -2.53202 -3.04268 -0.70650 -0.78 -1.09 -0.97
C -1.32878 -2.20430 -0.43201 -0.30 -0.17 0.09
H 1.98511 2.65983 1.30083 0.19 -0.16 0.10
H 0.89539 -0.12894 -1.40289 0.98 0.09 -0.10
H -3.04265 -3.58005 0.08977 0.23 0.79 0.85
C -0.00509 2.07632 1.46600 -0.76 1.54 -0.27
O -1.61884 -0.91682 -0.57090 -0.28 0.65 0.76
H 3.37745 0.52898 -0.82348 0.27 0.15 -0.22
O -0.22659 -2.60253 -0.17347 0.44 -0.42 0.29
C 1.61622 1.29921 -0.15638 0.66 0.87 -0.79
N 1.24001 2.28429 0.74406 -0.10 -0.75 0.34
H 3.46504 2.22845 -0.38818 0.09 -0.35 0.05
H -0.21075 1.05837 1.77543 0.17 -0.22 -0.10
H -0.89134 -0.37921 -0.16342 0.22 0.05 -0.82
H -3.26618 -2.46156 -1.26070 -0.06 -0.02 0.12
N 2.94134 1.38160 -0.53543 -0.14 0.03 0.11
H -2.29232 -3.92562 -1.29495 0.55 0.20 -0.51
H -0.04308 2.73693 2.33991 0.35 -0.24 -0.03


[6]
17
Properties=species:S:1:pos:R:3:forces:R:3 method="wB97M-V/def2-TZVPD" homo_lumo_gap_ha=0.3315 smiles="C=NN(C)C(=O)NC" relative_energy_ev=2.976
H 3.06130 1.27754 -0.66428 -0.86 0.13 0.60
H -1.38288 -2.54395 0.97828 0.59 0.18 0.57
C 0.06082 0.99717 -0.89642 -2.60 -2.96 1.02
C 2.25165 1.96442 -0.31081 0.79 -0.21 1.21
C -2.01212 -0.69043 -0.94305 -0.75 -0.56 0.04
C -0.64899 -1.87127 1.47091 -0.86 2.34 -0.86
H 0.67099 1.22249 0.95760 0.26 -0.47 0.11
O -0.15255 1.14395 -2.06724 0.74 0.30 1.21
N -0.48077 -0.63944 1.03087 0.44 -1.72 0.54
N 0.97402 1.33252 0.00407 0.32 0.78 -1.20
H -3.03503 -0.82825 -0.49614 1.03 0.12 0.28
H 2.22798 2.73777 -1.03789 -0.70 0.62 -0.83
H -1.72747 -1.69823 -1.34608 0.02 0.88 0.03
H -0.17269 -2.05261 2.44891 -0.33 -0.28 -0.81
H 2.55363 2.47810 0.62007 0.22 -0.46 -0.44
N -1.02886 -0.09770 -0.05373 1.21 1.91 -1.52
H -2.20331 0.05674 -1.73171 0.47 -0.62 0.05


[7]
48
Properties=species:S:1:pos:R:3:forces:R:3 method="wB97M-V/def2-TZVPD" homo_lumo_gap_ha=0.2242 total_charge=-1
Se -2.50702 -4.13560 -1.09495 0.05 0.01 -0.06
F 0.73814 3.25732 -1.07923 -0.02 0.07 0.09
H -2.24938 2.56438 2.10389 0.01 0.02 -0.01
O -0.71341 -0.34377 -4.68141 -0.04 0.11 -0.07
F -2.91935 1.23428 -2.94089 -0.10 -0.06 0.09
C 1.90449 0.38466 3.02199 0.11 0.03 -0.09
H -0.51974 1.25231 3.21158 -0.03 -0.03 0.00
H -1.12207 3.18317 0.91771 0.06 0.02 -0.06
Se 1.09874 -3.66441 -2.06747 0.00 0.17 -0.03
S 2.94604 -1.42091 1.05873 0.00 -0.02 0.03
S -0.76744 1.09590 -4.47407 0.36 0.28 -0.05
O 2.18486 1.19850 -3.86894 -0.01 0.02 0.22
H 0.67646 -2.18411 3.05127 0.01 0.02 0.05
H 1.07362 -0.23757 3.34659 -0.03 -0.07 -0.01
H -2.19379 -1.98040 2.54487 0.05 -0.01 0.00
C -2.56105 1.47528 -4.18673 0.12 0.09 -0.11
C 3.09774 -0.47463 2.59449 -0.05 0.01 0.05
H 0.27937 -3.75636 2.37317 0.01 0.00 -0.05
F 1.71944 3.86073 -2.91089 -0.02 0.11 0.01
H 2.06903 -3.53045 0.67841 -0.01 -0.03 0.00
S -1.82046 1.03845 0.31883 0.03 -0.02 0.00
Ca -0.24344 -1.10491 -2.42810 -0.50 -1.41 0.86
Se -0.83078 -4.93768 -2.49763 0.00 0.09 -0.09
H 2.70658 -3.44956 2.32680 0.01 0.00 0.00
H 2.20831 1.00218 3.87164 0.01 -0.02 0.02
S 1.29930 1.44900 1.68484 -0.02 -0.01 0.06
H 3.35068 -1.15899 3.40949 0.00 0.01 0.00
S 1.35208 1.29376 -2.70920 0.32 0.66 -0.18
C -2.54429 -0.24837 1.36285 0.04 0.03 0.00
C -0.21781 2.01930 2.50018 0.02 0.04 -0.09
O -0.32759 1.97885 -5.50282 -0.11 -0.20 -0.09
H 3.96800 0.16697 2.44436 -0.01 0.01 -0.03
C -1.35834 2.30820 1.52323 -0.03 -0.02 0.05
O 1.52905 0.34163 -1.63287 0.01 0.04 -0.25
F -2.78370 2.75757 -4.47118 -0.04 0.00 0.08
C -1.58755 -1.19817 2.07742 0.01 -0.07 -0.04
F -3.26832 0.71838 -5.01377 -0.09 0.02 -0.05
H -0.01968 2.92861 3.07323 -0.01 0.00 0.01
C 2.09389 -2.92665 1.58791 0.00 0.05 0.06
H -3.15245 -0.81793 0.65958 -0.02 -0.03 0.01
Se -2.96236 -1.98214 -1.90433 0.01 0.10 -0.07
F 2.86036 2.90533 -1.33638 0.11 0.06 0.04
H -3.21050 0.22307 2.08989 0.00 0.01 0.01
N -0.20288 1.38750 -3.00910 -0.05 -0.03 -0.13
C 1.68707 2.94105 -1.95228 -0.06 -0.22 -0.09
C 0.67613 -2.76678 2.13042 0.03 0.00 -0.15
H -1.02989 -0.69577 2.86883 -0.01 0.05 0.02
S -0.40609 -1.95122 0.93007 -0.10 0.10 0.03